1.
Formula: C43H53BBrCdN8O2S3
Source: OMol25
Level of theory: ωB97M-V/def2-TZVPD

```
112
Properties=species:S:1:pos:R:3
Cd 0.0520 -1.0633 -0.3499
C 3.8472 -2.5676 1.3350
C 4.0073 -1.0952 1.3272
C 4.7157 -0.4066 2.2713
C 4.7173 1.0109 2.2387
N 3.9511 1.6531 1.4073
N 3.2677 0.9998 0.4637
B 2.4406 1.9428 -0.3632
N 1.9369 1.5826 -1.7109
N 2.9946 2.3984 -1.6885
C 3.5782 2.8853 -2.7437
C 2.9492 2.5802 -3.9802
C 1.8316 1.7932 -4.0448
C 1.1536 1.4673 -5.3193
C 1.3039 1.1992 -2.8339
S 0.0934 0.0635 -2.8594
C 4.8508 3.6776 -2.6287
C 5.3354 3.6330 -1.1796
C 4.5858 5.1287 -3.0577
C 5.8925 3.0404 -3.5614
N 1.7210 2.9928 0.4592
N 2.3924 4.1418 0.6331
C 1.9165 5.0655 1.4119
C 0.6387 4.9183 2.0195
C -0.0602 3.7638 1.8603
C -1.3960 3.5510 2.4721
C 0.5447 2.7132 1.0884
S -0.1984 1.2175 1.0339
C 2.7265 6.3142 1.6791
C 4.1029 6.2497 1.0229
C 2.9084 6.4649 3.1971
C 1.9626 7.5229 1.1262
C 3.3407 -0.3487 0.3029
S 2.7815 -1.0770 -1.0995
C 5.5612 1.8913 3.1365
C 4.6228 2.8338 3.8966
C 6.4174 1.0985 4.1215
C 6.4824 2.7089 2.2222
H 4.4924 -3.0311 2.0762
H 4.0431 -2.9885 0.3489
H 2.7971 -2.7752 1.5728
H 5.2564 -0.9407 3.0357
H 3.3772 2.9772 -4.8854
H 1.6353 1.9437 -6.1664
H 0.1064 1.7642 -5.2749
H 1.1568 0.3873 -5.4587
H 4.5608 3.9981 -0.5116
H 6.2248 4.2448 -1.0585
H 5.5803 2.6124 -0.8960
H 3.8069 5.5772 -2.4443
H 4.2760 5.1820 -4.0990
H 5.4982 5.7096 -2.9442
H 6.0012 1.9797 -3.3448
H 6.8546 3.5248 -3.4179
H 5.6110 3.1508 -4.6052
H 0.2163 5.7187 2.6040
H -1.6986 4.4211 3.0469
H -1.3737 2.6771 3.1196
H -2.1363 3.3553 1.6982
H 4.6477 5.3748 1.3619
H 4.6704 7.1347 1.2962
H 4.0144 6.2198 -0.0584
H 3.3792 5.5782 3.6138
H 1.9615 6.6244 3.7045
H 3.5467 7.3199 3.4045
H 1.8448 7.4394 0.0480
H 2.5163 8.4318 1.3433
H 0.9781 7.6115 1.5760
H 3.9698 2.2675 4.5551
H 4.0093 3.3883 3.1924
H 5.1957 3.5321 4.5000
H 5.8004 0.4984 4.7858
H 6.9914 1.7924 4.7326
H 7.1230 0.4565 3.5966
H 5.8886 3.2959 1.5292
H 7.1391 2.0515 1.6559
H 7.0997 3.3760 2.8170
O 0.5176 -3.3496 -1.3418
C 0.9926 -4.3715 -0.5530
C 1.7321 -5.4029 -1.1164
C 2.1541 -6.4668 -0.3383
C 1.8551 -6.4996 1.0125
C 1.1500 -5.4526 1.5797
C 0.7060 -4.3859 0.8127
C -0.0304 -3.2222 1.4626
O 0.5841 -2.0379 1.3307
N -1.4163 -3.2499 0.8970
N -1.9597 -2.1238 0.4850
C -3.2340 -1.9772 0.4396
C -3.8764 -0.7624 0.0414
Br -2.9188 0.3032 -1.2389
C -5.0565 -0.2796 0.4653
C -5.8996 -0.7769 1.5330
C -7.2378 -0.3672 1.5475
C -8.0884 -0.7550 2.5614
C -7.6200 -1.5537 3.5926
C -6.2954 -1.9596 3.6000
C -5.4399 -1.5726 2.5861
H 0.9031 -3.4584 -2.2239
H 1.9667 -5.3684 -2.1732
H 2.7180 -7.2668 -0.7910
H 2.1731 -7.3293 1.6239
H 0.9275 -5.4619 2.6367
H -0.1441 -3.4600 2.5455
H -2.0330 -3.9481 1.3135
H -3.8985 -2.7988 0.7184
H -5.4294 0.6132 -0.0184
H -7.5963 0.2638 0.7481
H -9.1155 -0.4248 2.5560
H -8.2806 -1.8418 4.3957
H -5.9277 -2.5695 4.4130
H -4.3961 -1.8393 2.6426
```

The value obtained for the LUMO energy is -3.1 eV. The HOMO energy is -9.577 eV. The relative energy (zero: lowest compared OMol25 entry of this formula, charge and spin) is 28.6 kcal/mol. As for the orbital gap: 6.45 eV. As for the total charge: +1.

These are the Löwdin partial charges, in e, on atoms 1 to 6: number 1, Cd, carries 1.187; number 2, C, carries -0.052; number 3, C, carries -0.230; number 4, C, carries 0.091; number 5, C, carries -0.196; number 6, N, carries 0.180

---

2.
Formula: C43H53CrN3S2
Source: OMol25
Level of theory: ωB97M-V/def2-TZVPD

```
102
Properties=species:S:1:pos:R:3
Cr 0.4312 0.7011 -1.2758
C -1.4859 -0.2527 -2.5892
C -0.6057 -1.3246 -2.5170
C 0.6556 -0.8591 -3.0952
C 0.4581 0.4887 -3.4733
C -0.8516 0.9022 -3.1205
C -1.5121 2.2372 -3.4445
C -3.0240 2.0334 -3.5735
C -1.2612 3.2757 -2.3402
C -0.9530 2.7731 -4.7649
C 1.8658 -1.6388 -3.6234
C 1.3998 -2.4836 -4.8220
C 2.5412 -2.5174 -2.5670
C 2.9447 -0.6955 -4.1692
C -0.9966 -2.6422 -1.8472
C -0.7405 -3.8786 -2.7181
C -2.4992 -2.6544 -1.5330
C -0.2551 -2.7751 -0.5087
H -2.5050 -0.2771 -2.2540
H 1.1507 1.0715 -4.0539
H -3.4660 1.7358 -2.6214
H -3.2643 1.2717 -4.3172
H -3.4954 2.9691 -3.8793
H -1.6644 2.9367 -1.3851
H -1.7434 4.2216 -2.5976
H -0.1960 3.4724 -2.2116
H -1.0283 2.0297 -5.5597
H 0.0954 3.0590 -4.6659
H -1.5101 3.6604 -5.0703
H 0.7073 -3.2751 -4.5537
H 2.2703 -2.9429 -5.2956
H 0.9132 -1.8461 -5.5620
H 1.9105 -3.3270 -2.2126
H 2.8435 -1.9177 -1.7049
H 3.4424 -2.9655 -2.9887
H 2.6099 -0.1624 -5.0593
H 3.8158 -1.2873 -4.4546
H 3.2663 0.0316 -3.4298
H -1.1948 -3.7687 -3.7033
H -1.2015 -4.7428 -2.2357
H 0.3123 -4.1073 -2.8491
H -3.0977 -2.5730 -2.4420
H -2.7816 -1.8535 -0.8495
H -2.7469 -3.6038 -1.0541
H 0.8266 -2.7792 -0.6326
H -0.5427 -3.7073 -0.0166
H -0.5209 -1.9379 0.1494
S 0.7825 1.3588 0.9864
C -0.3399 0.8213 2.1906
N 0.0595 0.7600 3.4898
C -0.7610 0.0576 4.4564
C -2.2099 0.4048 4.2341
N -2.5605 0.1727 2.8491
C -3.9146 -0.2955 2.5984
C -4.1085 -1.7009 3.1103
C -5.0228 -1.9905 4.1119
C -5.1773 -3.2940 4.5713
C -4.4121 -4.3131 4.0295
C -3.4925 -4.0299 3.0248
C -3.3427 -2.7317 2.5690
C -1.6958 0.5099 1.8529
S -2.1759 0.5738 0.2338
C 1.3635 1.1974 3.9670
C 1.2155 2.3456 4.9357
C 1.5594 2.2148 6.2730
C 1.3984 3.2810 7.1509
C 0.8889 4.4835 6.6907
C 0.5412 4.6213 5.3511
C 0.7040 3.5588 4.4792
H -0.4602 0.3758 5.4552
H -0.6069 -1.0257 4.3753
H -2.3942 1.4509 4.5076
H -2.8391 -0.2297 4.8606
H -4.0750 -0.2566 1.5225
H -4.6362 0.3852 3.0623
H -5.6212 -1.1920 4.5342
H -5.8932 -3.5084 5.3531
H -4.5302 -5.3281 4.3852
H -2.8955 -4.8240 2.5956
H -2.6284 -2.5064 1.7852
H 1.9618 1.4927 3.1075
H 1.8727 0.3570 4.4499
H 1.9603 1.2740 6.6309
H 1.6702 3.1683 8.1916
H 0.7636 5.3153 7.3710
H 0.1466 5.5607 4.9872
H 0.4328 3.6615 3.4347
C 2.0326 2.0843 -1.4768
C 3.4305 1.5592 -1.5474
C 3.8849 0.5865 -0.6522
C 5.1690 0.0810 -0.7296
C 6.0433 0.5530 -1.7059
C 5.6233 1.5449 -2.5869
C 4.3342 2.0373 -2.4993
C 7.3768 0.0153 -1.8020
N 8.4395 -0.4135 -1.8785
H 1.8328 2.7246 -2.3396
H 1.9629 2.7236 -0.5945
H 3.2103 0.2146 0.1112
H 5.5007 -0.6820 -0.0387
H 6.3062 1.9192 -3.3372
H 4.0090 2.8014 -3.1950
```

The value obtained for the LUMO energy (alpha / beta) is -0.9 / -0.6 eV. The HOMO energy (alpha / beta) is -6.422 / -7.904 eV. As for the expectation value of S²: 6.19. The relative energy (zero: lowest compared OMol25 entry of this formula, charge and spin) is 36.4 kcal/mol. As for the orbital gap (alpha / beta): 5.53 / 7.35 eV. As for the spin multiplicity: 5.

These are the Löwdin partial charges, in e, on atoms 1 to 6: number 1, Cr, carries 0.550; number 2, C, carries -0.104; number 3, C, carries -0.123; number 4, C, carries -0.136; number 5, C, carries -0.115; number 6, C, carries -0.253

---

3.
Formula: C43H54Cl2MgN4O8P2S2
Source: OMol25
Level of theory: ωB97M-V/def2-TZVPD

```
116
Properties=species:S:1:pos:R:3
Mg 0.3585 -0.5539 0.2067
Cl 1.6809 3.5079 1.1592
C 3.0818 2.5965 0.6475
C 4.3295 3.2403 0.7182
C 5.4595 2.5931 0.3243
Cl 6.9972 3.4174 0.4172
C 5.3897 1.2655 -0.1708
C 6.5142 0.5344 -0.6166
C 6.3493 -0.7334 -1.0865
C 5.0481 -1.2802 -1.1151
N 3.9846 -0.6390 -0.7117
C 4.1321 0.6259 -0.2336
C 2.9190 1.2943 0.1946
O 1.7910 0.7001 0.1116
H 4.3816 4.2553 1.0864
H 7.4919 0.9953 -0.5830
H 7.1914 -1.3142 -1.4378
H 4.8931 -2.2887 -1.4881
C -0.1520 -1.4342 6.5149
C -1.1234 -2.1280 5.5844
C -2.5503 -1.6496 5.7511
O -0.6539 -2.0097 4.2089
P -0.8363 -0.8200 3.2037
O 0.2636 -0.8749 2.1933
C -2.5273 -0.8509 2.5495
P -2.5548 -0.0589 0.8663
O -1.2521 0.5763 0.4125
O -3.1949 1.3606 1.4621
C -4.5400 1.4410 1.9277
C -4.5254 2.1744 3.2580
C -5.3949 2.1659 0.9022
O -3.8100 -0.2674 -0.0897
C -4.3522 -1.2392 -1.0300
C -4.8498 -2.4918 -0.3335
C -3.4612 -1.4720 -2.2345
O -0.8103 0.5128 4.0367
C 0.0537 1.6420 3.6166
C -0.6917 2.8952 3.9976
C 1.4035 1.4898 4.2716
H -0.4137 -1.6637 7.5486
H -0.1858 -0.3545 6.3794
H 0.8664 -1.7758 6.3339
H -1.0813 -3.2045 5.7527
H -2.6269 -0.5725 5.5950
H -2.8773 -1.8579 6.7702
H -3.2263 -2.1603 5.0667
H -3.1220 -0.2667 3.2457
H -2.8740 -1.8816 2.5001
H -4.9477 0.4320 2.0769
H -4.1779 3.1992 3.1143
H -3.8499 1.6951 3.9693
H -5.5242 2.2083 3.6959
H -4.9306 3.1236 0.6611
H -6.3971 2.3544 1.2913
H -5.4790 1.5855 -0.0142
H -5.2328 -0.6928 -1.3791
H -4.0544 -3.1935 -0.1014
H -5.5641 -2.9937 -0.9889
H -5.3734 -2.2267 0.5867
H -2.5503 -2.0112 -1.9933
H -3.1867 -0.5262 -2.6998
H -4.0229 -2.0615 -2.9619
H 0.1505 1.5818 2.5318
H -0.8786 2.9240 5.0731
H -1.6414 2.9473 3.4673
H -0.0936 3.7654 3.7254
H 1.3151 1.5264 5.3597
H 2.0507 2.3046 3.9463
H 1.8748 0.5510 3.9822
N -1.4355 -3.0283 0.3495
C -1.8533 -1.9496 0.3379
O 0.0912 -0.4916 -1.8594
S 1.0721 0.4479 -2.5815
C 0.6797 0.1552 -4.3025
C 1.5904 0.9345 -5.2162
C 2.9715 0.8973 -5.0305
C 3.8143 1.6105 -5.8690
C 3.2873 2.3585 -6.9129
C 1.9150 2.3857 -7.1141
C 1.0717 1.6809 -6.2670
C 0.4614 2.1365 -2.3153
C -0.8529 2.4899 -2.9404
C -0.9125 3.3580 -4.0257
C -2.1335 3.6906 -4.5953
C -3.3080 3.1571 -4.0818
C -3.2547 2.3041 -2.9870
C -2.0349 1.9764 -2.4140
H -0.3801 0.3536 -4.4650
H 0.8477 -0.9204 -4.4005
H 3.3922 0.3123 -4.2208
H 4.8834 1.5787 -5.7079
H 3.9441 2.9131 -7.5694
H 1.4972 2.9597 -7.9305
H 0.0005 1.7096 -6.4212
H 1.2743 2.7871 -2.6446
H 0.4206 2.1759 -1.2247
H 0.0021 3.7815 -4.4222
H -2.1672 4.3728 -5.4350
H -4.2606 3.4182 -4.5236
H -4.1663 1.9025 -2.5622
H -1.9844 1.3400 -1.5418
N 3.8092 -6.8851 0.6774
C 2.9632 -6.5188 -0.2963
S 2.5241 -7.5362 -1.5098
C 2.4527 -5.1068 -0.1846
C 1.9431 -4.4628 -1.3005
C 1.4801 -3.1672 -1.1778
N 1.4895 -2.4853 -0.0319
C 1.9672 -3.1096 1.0428
C 2.4561 -4.4030 1.0134
H 4.1872 -7.8171 0.6500
H 4.1654 -6.2340 1.3534
H 1.9072 -4.9745 -2.2519
H 1.0680 -2.6459 -2.0309
H 1.9506 -2.5470 1.9666
H 2.7840 -4.8383 1.9475
```

The value obtained for the LUMO energy is -0.3 eV. The HOMO energy is -7.157 eV. The relative energy (zero: lowest compared OMol25 entry of this formula, charge and spin) is 9.8 kcal/mol. As for the orbital gap: 6.87 eV.

These are the Löwdin partial charges, in e, on atoms 1 to 6: number 1, Mg, carries 0.473; number 2, Cl, carries 0.733; number 3, C, carries -0.551; number 4, C, carries -0.139; number 5, C, carries -0.614; number 6, Cl, carries 0.663

---

4.
Formula: C43H55F5N2O6PRbSi2Te
Source: OMol25
Level of theory: ωB97M-V/def2-TZVPD

```
116
Properties=species:S:1:pos:R:3
Rb -0.3039 0.1887 -1.1819
O -4.3190 2.0330 -0.9581
C -3.2105 1.6506 -1.4139
O -2.6911 0.5203 -1.2566
C -2.4994 2.6890 -2.2861
C -1.6219 2.1254 -3.4257
C -1.4570 3.2506 -4.4673
C -0.4966 4.2031 -3.7130
C -0.2337 3.3883 -2.4261
O -0.3133 2.0433 -2.8797
C -1.4520 3.5333 -1.5026
C -1.1794 3.0015 -0.0513
O -1.9384 3.4287 0.8326
O -0.1906 2.2389 0.0811
H -3.2940 3.3202 -2.6826
H -1.9344 1.1612 -3.8209
H -1.0013 2.8579 -5.3770
H -2.4063 3.7160 -4.7328
H 0.4261 4.3778 -4.2688
H -0.9511 5.1663 -3.4784
H 0.7233 3.5707 -1.9433
H -1.7766 4.5673 -1.3897
C 1.4346 1.4551 4.6703
C 2.7551 0.7124 4.4747
C 3.8540 1.6791 4.0332
C 2.5736 -0.4728 3.4825
C 3.0323 -1.8353 4.0550
O 4.0577 -2.2936 3.1548
C 4.0716 -1.4017 2.1259
N 3.3433 -0.3717 2.2449
C 4.8848 -1.7012 0.9497
C 6.0217 -2.4950 1.1200
C 6.8373 -2.8073 0.0543
C 6.5070 -2.3575 -1.2120
C 5.3684 -1.5974 -1.4074
C 4.5250 -1.2331 -0.3551
P 3.0012 -0.2227 -0.6670
C 2.9694 -0.3360 -2.5191
C 2.9514 0.7618 -3.3762
C 2.8210 0.5833 -4.7469
C 2.6973 -0.6901 -5.2788
C 2.6725 -1.7893 -4.4313
C 2.7909 -1.6098 -3.0652
C 3.7519 1.4608 -0.5599
C 5.0828 1.7373 -0.8678
C 5.5452 3.0447 -0.8944
C 4.6841 4.0966 -0.6147
C 3.3590 3.8293 -0.3069
C 2.8936 2.5214 -0.2736
H 1.5340 2.2309 5.4341
H 0.6439 0.7699 4.9799
H 1.1103 1.9211 3.7382
H 3.0558 0.2832 5.4396
H 3.6286 2.0670 3.0437
H 4.8267 1.1814 3.9951
H 3.9227 2.5161 4.7315
H 1.5180 -0.5178 3.2079
H 2.2234 -2.5679 4.0648
H 3.4644 -1.7587 5.0550
H 6.2660 -2.8427 2.1158
H 7.7359 -3.3934 0.2048
H 7.1443 -2.5988 -2.0543
H 5.1163 -1.2884 -2.4131
H 3.0379 1.7652 -2.9773
H 2.8075 1.4457 -5.4036
H 2.6009 -0.8265 -6.3489
H 2.5233 -2.7829 -4.8333
H 2.7332 -2.4641 -2.3984
H 5.7668 0.9328 -1.0999
H 6.5802 3.2383 -1.1531
H 5.0393 5.1201 -0.6427
H 2.6782 4.6441 -0.0890
H 1.8517 2.3189 -0.0429
N -0.2053 -1.9638 0.5450
C -0.8983 -1.1889 1.2320
H -0.5475 -2.4414 -0.2961
F -0.5740 -1.3923 -4.6081
C -0.6862 -1.9721 -3.3123
F -0.0954 -3.2507 -3.5159
C -2.1669 -2.2696 -3.2013
F -2.6740 -3.2979 -3.9620
F -2.9192 -1.1997 -3.5131
F -2.5089 -2.6162 -1.9273
C -1.2691 -4.1917 3.0161
Si -3.0880 -3.7242 2.7942
C -3.8361 -4.5467 1.2638
C -3.9888 -4.3735 4.3456
C -3.3745 -1.8726 2.6860
Te -3.1126 -1.0354 0.6820
C -3.8175 0.8048 1.4373
Si -5.4808 0.9577 0.5040
C -6.0536 -0.0308 -1.0406
C -6.4215 2.6018 0.7199
C -6.5377 -0.1071 1.7769
H -1.1156 -5.2714 2.9462
H -0.9039 -3.8583 3.9906
H -0.6605 -3.7088 2.2551
H -3.8177 -5.6377 1.3066
H -3.2855 -4.2311 0.3747
H -4.8719 -4.2273 1.1312
H -3.8638 -5.4530 4.4627
H -5.0591 -4.1602 4.3041
H -3.5910 -3.8930 5.2425
H -2.6872 -1.3231 3.3354
H -4.3977 -1.6318 2.9790
H -3.1192 1.6096 1.2150
H -3.9341 0.7043 2.5125
H -6.2384 0.6304 -1.8892
H -6.9619 -0.6037 -0.8409
H -5.2763 -0.7339 -1.3457
H -5.8087 3.4482 0.4126
H -6.7175 2.7430 1.7622
H -7.3317 2.5926 0.1138
H -6.2833 -1.1716 1.7199
H -7.6102 -0.0203 1.5707
H -6.3836 0.2140 2.8138
```

The value obtained for the LUMO energy is 3.6 eV. The HOMO energy is -1.478 eV. The relative energy (zero: lowest compared OMol25 entry of this formula, charge and spin) is 85.1 kcal/mol. As for the orbital gap: 5.09 eV. As for the total charge: -2.

These are the Löwdin partial charges, in e, on atoms 1 to 6: number 1, Rb, carries 1.019; number 2, O, carries -0.072; number 3, C, carries -0.581; number 4, O, carries -0.353; number 5, C, carries -0.086; number 6, C, carries -0.263

---

Question: What is the formula in the first record?
Answer: C43H53BBrCdN8O2S3

---

Question: Which of these has the highest relative energy (zero: lowest compared OMol25 entry of this formula, charge and spin)?
Answer: C43H55F5N2O6PRbSi2Te